[1]
A structure of composition C25H24N10O2Pd, computed with the ωB97M-V functional and the def2-TZVPD basis.

Properties
- E_tot: -48784.055 eV
- Energy above the lowest of the compared OMol25 structures with the same formula, charge and spin: 0.2239 eV
- Charge: +1
- Expectation value of S²: 0.754
- 2S+1: 2
- Kohn-Sham gap (alpha / beta): 7.7 / 8.2 eV
- Highest occupied orbital energy (alpha / beta): -0.373 / -0.397 Ha

Geometry (Å):
Pd1 -1.065 -1.531 2.558
C1 -4.550 1.884 -0.557
N1 -3.487 1.351 0.277
C2 -3.205 0.083 0.579
N2 -2.101 0.031 1.304
C3 -1.734 1.338 1.403
N3 -2.547 2.167 0.796
C4 -4.135 2.109 -1.995
C5 -5.113 2.440 -2.928
C6 -4.766 2.706 -4.244
C7 -3.442 2.642 -4.645
C8 -2.466 2.300 -3.717
C9 -2.812 2.035 -2.395
C10 -1.065 2.241 -4.125
N4 -0.508 2.744 -5.169
N5 0.840 2.424 -5.089
C11 0.990 1.756 -4.001
O1 -0.177 1.592 -3.328
C12 2.209 1.164 -3.455
C13 3.451 1.609 -3.902
C14 4.603 1.034 -3.398
C15 4.523 0.014 -2.457
C16 3.287 -0.440 -2.019
C17 3.199 -1.592 -1.050
N6 2.455 -1.269 0.163
C18 1.168 -1.476 0.437
N7 0.887 -1.005 1.643
C19 2.079 -0.504 2.063
N8 3.051 -0.639 1.193
C20 2.130 0.143 -2.517
H1 -4.861 2.822 -0.099
H2 -5.390 1.192 -0.505
H3 -3.809 -0.752 0.263
H4 -0.858 1.668 1.935
H5 -6.152 2.497 -2.625
H6 -5.534 2.965 -4.960
H7 -3.155 2.850 -5.667
H8 -2.032 1.799 -1.684
H9 3.495 2.400 -4.638
H10 5.570 1.380 -3.735
H11 5.429 -0.431 -2.065
H12 4.191 -1.908 -0.734
H13 2.699 -2.447 -1.507
H14 0.480 -1.967 -0.231
H15 2.226 -0.033 3.021
H16 1.155 -0.201 -2.191
N9 -2.880 -2.480 3.457
H17 -3.089 -2.067 4.359
H18 -2.608 -3.442 3.635
H19 -3.741 -2.495 2.924
O2 -0.109 -3.017 4.015
N10 1.067 -2.702 4.492
C21 2.119 -3.502 4.233
C22 3.372 -3.196 4.717
C23 3.557 -2.055 5.481
C24 2.460 -1.247 5.739
C25 1.223 -1.587 5.235
H20 1.883 -4.367 3.633
H21 4.194 -3.860 4.489
H22 4.533 -1.802 5.869
H23 2.549 -0.350 6.335
H24 0.318 -1.018 5.383

Just the natural (NBO) charges please, in e? Sure, here they are: 0.62, -0.23, -0.16, 0.20, -0.54, 0.15, -0.26, -0.04, -0.19, -0.19, -0.17, -0.03, -0.22, 0.44, -0.27, -0.27, 0.46, -0.43, -0.10, -0.15, -0.19, -0.21, 0.04, -0.25, -0.16, 0.20, -0.55, 0.14, -0.25, -0.21, 0.25, 0.22, 0.22, 0.22, 0.22, 0.23, 0.24, 0.23, 0.24, 0.23, 0.22, 0.24, 0.22, 0.23, 0.21, 0.21, -1.05, 0.39, 0.40, 0.38, -0.62, 0.08, 0.01, -0.21, -0.17, -0.21, 0.00, 0.24, 0.25, 0.24, 0.24, 0.24



[2]
An isolated molecule of C25H24N2O3 in a non-equilibrium geometry, computed with the ωB97M-V functional and the def2-TZVPD basis.

Properties
- E_tot: -35437.568 eV
- Energy above the lowest of the compared OMol25 structures with the same formula, charge and spin: 1.8747 eV
- Charge: 0
- SMILES string: O=C(NCc1ccc2c(c1)OCO2)c1ccc(CN2CCc3ccccc3C2)cc1
- Kohn-Sham gap: 8.8 eV
- Highest occupied orbital energy: -0.298 Ha

Geometry (Å):
O1 -2.097 -1.045 2.687
C1 -2.129 -1.347 1.509
N1 -3.271 -1.723 0.882
H1 -3.251 -1.933 -0.102
C2 -4.569 -1.636 1.518
C3 -5.370 -0.491 0.950
C4 -4.918 0.808 1.139
C5 -5.589 1.905 0.608
C6 -6.728 1.649 -0.116
C7 -7.188 0.347 -0.312
C8 -6.525 -0.739 0.205
H2 -6.892 -1.740 0.046
O2 -8.332 0.376 -1.066
C9 -8.585 1.740 -1.330
O3 -7.573 2.528 -0.742
H3 -9.564 2.022 -0.909
H4 -8.597 1.908 -2.419
H5 -5.238 2.912 0.759
H6 -4.022 0.967 1.719
H7 -4.371 -1.473 2.581
H8 -5.103 -2.581 1.389
C10 -0.910 -1.372 0.651
C11 -0.933 -1.005 -0.690
C12 0.235 -1.012 -1.432
C13 1.439 -1.395 -0.858
C14 1.461 -1.751 0.487
C15 0.303 -1.728 1.236
H9 0.313 -1.987 2.284
H10 2.403 -2.027 0.935
C16 2.711 -1.428 -1.660
N2 3.818 -0.865 -0.913
C17 3.631 0.554 -0.687
C18 4.798 1.194 0.012
C19 4.651 2.461 0.564
C20 5.715 3.091 1.181
C21 6.944 2.456 1.253
C22 7.096 1.196 0.706
C23 6.032 0.556 0.083
C24 6.195 -0.821 -0.492
C25 5.109 -1.113 -1.522
H11 5.161 -2.161 -1.827
H12 5.265 -0.487 -2.420
H13 7.183 -0.930 -0.944
H14 6.113 -1.551 0.319
H15 8.053 0.696 0.759
H16 7.780 2.942 1.733
H17 5.586 4.075 1.607
H18 3.691 2.953 0.506
H19 2.726 0.690 -0.087
H20 3.472 1.089 -1.647
H21 2.556 -0.910 -2.626
H22 2.955 -2.474 -1.880
H23 0.208 -0.713 -2.471
H24 -1.851 -0.674 -1.155

Just the natural (NBO) charges please, in e? Sure, here they are: -0.63, 0.67, -0.60, 0.40, -0.25, -0.03, -0.21, -0.25, 0.21, 0.30, -0.29, 0.22, -0.49, 0.24, -0.48, 0.16, 0.16, 0.23, 0.23, 0.25, 0.20, -0.15, -0.20, -0.21, -0.04, -0.16, -0.17, 0.23, 0.22, -0.22, -0.44, -0.25, -0.03, -0.19, -0.21, -0.21, -0.19, -0.01, -0.42, -0.21, 0.20, 0.16, 0.21, 0.22, 0.21, 0.21, 0.21, 0.21, 0.22, 0.17, 0.17, 0.21, 0.21, 0.21